Entry 1:
Here is a gas-phase ion, C2H9N2O (charge +1) at a distorted geometry from the Open Molecules 2025 dataset. Energies are from wB97M-V/def2-TZVPD.

Last column: natural (NBO) charge in e.
Geometry (Å):
N (1.377, -0.601, 1.474)  -0.691
C (1.268, -0.543, -0.074)  -0.043
N (-0.101, -0.464, -0.411)  -0.665
C (-0.722, 0.846, -0.428)  0.101
O (-2.011, 0.735, -0.922)  -0.688
H (2.345, -0.666, 1.799)  0.442
H (0.946, 0.236, 1.873)  0.438
H (0.867, -1.420, 1.794)  0.446
H (1.814, 0.356, -0.362)  0.204
H (1.648, -1.493, -0.419)  0.236
H (-0.417, -1.076, -1.145)  0.423
H (-0.188, 1.548, -1.076)  0.167
H (-0.734, 1.290, 0.580)  0.140
H (-2.661, 0.725, -0.214)  0.490

Values from the calculation:
Strongest force on any atom in eV/A: 1.25
LUMO energy in eV: -3.782
Charge: +1
Energy relative to the best compared isomer or geometry (same formula, charge and spin) in eV: 1.838
SMILES: [NH3+]CNCO
Orbital gap in eV: 10.4

=====

Entry 2:
Here is a single C6H9N molecule from the Open Molecules 2025 dataset. Energies are from wB97M-V/def2-TZVPD.

Last column: natural (NBO) charge in e.
Geometry (Å):
C (1.547, 0.726, -1.209)  0.113
N (1.822, -0.511, -1.122)  -0.379
C (0.862, -1.147, -0.216)  -0.245
C (-0.176, -0.081, 0.160)  -0.087
C (0.363, 1.226, -0.415)  -0.473
C (-0.935, -0.128, 1.452)  -0.408
C (-1.643, -0.397, 0.152)  -0.405
H (2.161, 1.385, -1.827)  0.186
H (1.410, -1.531, 0.656)  0.201
H (0.414, -2.013, -0.720)  0.202
H (-0.358, 1.753, -1.053)  0.222
H (0.688, 1.935, 0.358)  0.222
H (-1.137, 0.816, 1.953)  0.213
H (-0.752, -0.966, 2.122)  0.214
H (-1.934, -1.423, -0.065)  0.213
H (-2.333, 0.354, -0.227)  0.212

Values from the calculation:
Strongest force on any atom in eV/A: 0.43
LUMO energy in eV: 1.054
Charge: 0
Energy relative to the best compared isomer or geometry (same formula, charge and spin) in eV: 1.358
SMILES: C1=NCC2(C1)CC2
Orbital gap in eV: 10.8

=====

Entry 3:
Here is a gas-phase ion, C3H6N (charge +1) at a distorted geometry from the Open Molecules 2025 dataset. Energies are from wB97M-V/def2-TZVPD.

Last column: natural (NBO) charge in e.
Geometry (Å):
C (-0.746, -0.528, -0.534)  -0.211
C (-0.445, 0.130, 0.764)  -0.049
C (0.648, 0.964, 0.122)  -0.177
N (0.615, -0.506, -0.023)  -0.346
H (-1.179, -1.612, -0.621)  0.266
H (-0.912, -0.043, -1.470)  0.238
H (-0.880, 0.071, 1.796)  0.309
H (0.215, 1.322, -0.759)  0.217
H (1.528, 1.506, 0.485)  0.281
H (1.156, -1.305, 0.241)  0.471

Values from the calculation:
Strongest force on any atom in eV/A: 4.33
LUMO energy in eV: -3.369
Charge: +1
Energy relative to the best compared isomer or geometry (same formula, charge and spin) in eV: 2.049
SMILES: C1[C@H]2C[N@@H+]12
Orbital gap in eV: 14.1

=====

Entry 4:
Here is a molecular structure, C4H4OS2 at a distorted geometry from the Open Molecules 2025 dataset. Energies are from wB97M-V/def2-TZVPD.

Last column: natural (NBO) charge in e.
Geometry (Å):
C (-2.142, -0.161, 0.095)  -0.273
C (-0.837, 0.038, -0.352)  -0.295
C (1.782, -0.705, 0.143)  -0.783
C (-0.120, 1.211, -0.246)  0.378
H (-2.668, 0.684, 0.336)  0.214
H (-2.407, -1.261, 0.469)  0.230
H (2.570, -0.875, -0.924)  0.248
H (2.257, -1.013, 1.119)  0.254
O (-0.437, 2.367, -0.224)  -0.527
S (0.305, -1.353, -0.325)  0.316
S (1.697, 1.068, -0.090)  0.238

Values from the calculation:
Strongest force on any atom in eV/A: 6.13
LUMO energy in eV: -0.660
Charge: 0
Energy relative to the best compared isomer or geometry (same formula, charge and spin) in eV: 2.344
Orbital gap in eV: 8.1

=====

Entry 5:
Here is 12 unconnected molecules or ions with the total composition C46H87F2N9O16S2 at a distorted geometry from the Open Molecules 2025 dataset. Energies are from wB97M-V/def2-TZVPD.

Last column: Löwdin charge in e.
Geometry (Å):
C (21.896, -9.062, -5.784)  -0.042
C (21.705, -7.639, -5.202)  -0.147
N (20.316, -7.249, -5.410)  -0.010
C (19.297, -7.296, -4.475)  -0.022
C (18.170, -6.819, -5.019)  0.012
N (18.496, -6.429, -6.314)  -0.039
C (19.784, -6.718, -6.519)  -0.005
C (17.599, -5.800, -7.243)  -0.016
H (22.866, -9.449, -5.499)  0.035
H (21.681, -9.030, -6.853)  0.058
H (21.132, -9.698, -5.329)  0.057
H (22.342, -6.910, -5.699)  0.087
H (21.930, -7.687, -4.138)  0.117
H (19.505, -7.653, -3.479)  0.099
H (17.113, -6.822, -4.803)  0.121
H (20.390, -6.480, -7.391)  0.147
H (16.960, -6.583, -7.657)  0.077
H (18.150, -5.412, -8.102)  0.087
H (16.951, -5.076, -6.757)  0.093
C (20.190, -10.031, -2.597)  -0.055
C (19.953, -11.523, -2.390)  -0.107
N (20.364, -12.223, -3.623)  -0.020
C (19.621, -12.278, -4.771)  0.016
C (20.272, -13.117, -5.633)  -0.002
N (21.442, -13.530, -5.015)  -0.102
C (21.490, -12.899, -3.843)  -0.032
C (22.375, -14.528, -5.534)  0.008
H (19.560, -9.682, -3.414)  0.055
H (21.176, -9.593, -2.774)  0.081
H (19.903, -9.480, -1.694)  0.080
H (18.887, -11.741, -2.316)  0.112
H (20.524, -11.884, -1.539)  0.124
H (18.643, -11.838, -4.931)  0.116
H (20.039, -13.481, -6.618)  0.128
H (22.225, -13.071, -3.074)  0.164
H (21.816, -15.354, -5.956)  0.096
H (22.994, -14.880, -4.709)  0.093
H (23.081, -13.997, -6.169)  0.097
C (14.279, -4.362, -9.600)  -0.052
C (15.189, -5.456, -10.107)  -0.153
N (14.517, -6.723, -10.344)  -0.017
C (14.117, -7.558, -9.343)  0.034
C (13.432, -8.591, -9.911)  0.020
N (13.489, -8.395, -11.287)  -0.105
C (14.187, -7.272, -11.501)  -0.028
C (12.806, -9.138, -12.350)  0.007
H (13.424, -4.121, -10.242)  0.068
H (14.860, -3.456, -9.442)  0.078
H (13.766, -4.666, -8.684)  0.079
H (15.984, -5.580, -9.372)  0.111
H (15.818, -5.242, -10.973)  0.141
H (14.292, -7.311, -8.304)  0.128
H (12.832, -9.423, -9.588)  0.130
H (14.307, -6.813, -12.468)  0.163
H (13.504, -9.875, -12.743)  0.096
H (12.588, -8.372, -13.091)  0.090
H (11.903, -9.630, -12.005)  0.094
C (20.029, 1.092, -4.975)  -0.108
C (20.025, -0.324, -4.386)  -0.221
C (21.043, -1.186, -5.146)  -0.107
N (21.231, -2.565, -4.519)  -0.233
C (19.869, -3.182, -4.298)  0.016
C (21.962, -3.534, -5.446)  -0.099
C (23.072, -4.220, -4.687)  -0.134
C (22.777, -4.008, -3.200)  -0.123
C (22.075, -2.644, -3.250)  -0.099
H (19.809, 1.060, -6.048)  0.078
H (20.989, 1.607, -4.930)  0.070
H (19.220, 1.699, -4.570)  0.069
H (19.034, -0.740, -4.542)  0.099
H (20.322, -0.234, -3.341)  0.112
H (22.052, -0.773, -5.111)  0.130
H (20.769, -1.460, -6.167)  0.125
H (19.313, -2.575, -3.593)  0.091
H (20.121, -4.171, -3.916)  0.099
H (19.341, -3.276, -5.248)  0.099
H (21.206, -4.218, -5.830)  0.109
H (22.259, -2.971, -6.328)  0.135
H (23.264, -5.259, -4.944)  0.098
H (23.955, -3.673, -5.031)  0.119
H (22.122, -4.765, -2.759)  0.092
H (23.685, -4.014, -2.600)  0.122
H (21.485, -2.524, -2.342)  0.125
H (22.825, -1.859, -3.347)  0.125
C (24.541, -10.197, -7.924)  -0.090
C (24.752, -10.063, -9.412)  -0.225
C (23.563, -9.329, -10.009)  -0.104
N (23.719, -8.874, -11.473)  -0.214
C (22.456, -8.168, -11.884)  0.005
C (23.891, -9.988, -12.480)  -0.116
C (24.847, -9.466, -13.538)  -0.165
C (25.799, -8.588, -12.740)  -0.152
C (24.923, -7.944, -11.685)  -0.086
H (24.641, -9.221, -7.444)  0.069
H (25.217, -10.869, -7.394)  0.073
H (23.548, -10.578, -7.669)  0.075
H (24.772, -11.038, -9.913)  0.099
H (25.704, -9.575, -9.632)  0.109
H (23.400, -8.354, -9.543)  0.121
H (22.654, -9.926, -10.018)  0.127
H (21.617, -8.855, -11.775)  0.092
H (22.435, -7.738, -12.884)  0.113
H (22.219, -7.319, -11.231)  0.110
H (22.979, -10.335, -12.956)  0.131
H (24.372, -10.793, -11.923)  0.117
H (24.341, -8.927, -14.338)  0.115
H (25.364, -10.343, -13.928)  0.113
H (26.257, -7.798, -13.333)  0.118
H (26.566, -9.238, -12.314)  0.116
H (24.536, -6.992, -12.038)  0.127
H (25.438, -7.766, -10.746)  0.112
N (26.007, -9.387, -2.620)  -0.261
S (25.473, -9.334, -4.054)  0.441
O (26.189, -9.976, -5.126)  -0.299
O (24.648, -8.165, -4.395)  -0.313
F (24.251, -10.397, -3.825)  -0.248
S (27.309, -8.344, -2.896)  0.531
O (26.931, -7.015, -3.266)  -0.275
O (28.489, -8.931, -3.469)  -0.295
F (27.763, -8.254, -1.358)  -0.211
C (14.830, -5.306, -3.976)  -0.057
C (14.400, -6.459, -4.884)  -0.795
O (13.890, -7.462, -4.356)  -0.061
O (14.539, -6.195, -6.118)  -0.130
H (15.211, -4.394, -4.438)  0.052
H (15.710, -5.560, -3.369)  0.051
H (13.994, -5.173, -3.286)  0.063
C (24.979, -6.425, -7.976)  -0.025
C (23.699, -5.905, -8.654)  -0.764
O (23.774, -5.605, -9.874)  -0.086
O (22.650, -5.797, -7.976)  -0.049
H (25.343, -7.321, -8.483)  0.035
H (24.894, -6.664, -6.912)  0.056
H (25.666, -5.575, -7.945)  0.071
C (17.611, -1.886, -7.757)  -0.046
C (18.674, -2.717, -8.511)  -0.788
O (19.660, -3.151, -7.877)  -0.077
O (18.549, -2.859, -9.757)  -0.090
H (17.727, -1.772, -6.676)  0.039
H (16.676, -2.464, -7.799)  0.045
H (17.345, -0.961, -8.268)  0.055
C (16.383, -9.868, -4.141)  -0.043
C (16.483, -11.320, -3.646)  -0.797
O (16.532, -12.200, -4.554)  -0.141
O (16.486, -11.520, -2.409)  -0.091
H (17.045, -9.615, -4.971)  0.052
H (16.485, -9.147, -3.331)  0.070
H (15.357, -9.811, -4.513)  0.068
C (20.057, -8.820, -9.338)  -0.055
C (19.230, -7.575, -9.652)  -0.806
O (17.988, -7.760, -9.748)  -0.113
O (19.806, -6.498, -9.897)  -0.036
H (19.653, -9.281, -8.432)  0.067
H (21.099, -8.590, -9.110)  0.033
H (19.968, -9.496, -10.191)  0.059
C (18.855, -5.129, -1.313)  -0.051
C (19.658, -6.422, -1.147)  -0.791
O (20.819, -6.494, -1.635)  -0.100
O (18.994, -7.321, -0.597)  -0.066
H (18.322, -5.020, -2.264)  0.048
H (19.504, -4.240, -1.362)  0.040
H (18.131, -4.902, -0.531)  0.060

Values from the calculation:
Strongest force on any atom in eV/A: 7.23
LUMO energy in eV: 2.724
Charge: -2
Orbital gap in eV: 5.7

=====

Entry 6:
Here is a molecular structure, C14H24CuO12S at a distorted geometry from the Open Molecules 2025 dataset. Energies are from wB97M-V/def2-TZVPD.

Last column: natural (NBO) charge in e.
Geometry (Å):
Cu (-0.543, -0.832, -0.698)  0.877
O (-2.749, -1.598, -0.158)  -0.989
C (-3.792, -0.749, 0.223)  -0.065
C (-4.914, -1.284, 1.155)  -0.021
O (-4.540, -1.893, 2.274)  -0.896
H (-4.237, -0.425, -0.757)  0.022
H (-3.311, 0.122, 0.714)  0.100
H (-5.794, -1.778, 0.629)  0.009
H (-5.509, -0.357, 1.492)  -0.002
O (0.295, -1.802, 1.271)  -0.950
C (0.878, -0.870, 2.128)  -0.061
C (0.614, -0.965, 3.700)  0.000
O (-0.588, -1.137, 4.158)  -0.824
H (0.791, 0.188, 1.791)  0.073
H (1.957, -1.195, 2.019)  0.026
H (1.040, 0.048, 4.036)  -0.017
H (1.362, -1.708, 4.112)  0.012
O (2.219, -1.044, -1.185)  -0.545
C (3.173, -1.400, -0.586)  0.797
O (4.412, -0.848, -0.706)  -0.537
C (5.287, -1.375, 0.321)  -0.085
C (4.406, -2.260, 1.274)  -0.445
C (3.175, -2.536, 0.382)  -0.576
H (5.642, -0.455, 0.779)  0.173
H (6.029, -2.072, -0.074)  0.156
H (4.212, -1.606, 2.122)  0.224
H (4.957, -3.166, 1.512)  0.184
H (2.248, -2.525, 0.966)  0.351
H (3.349, -3.517, -0.063)  0.208
O (-1.409, 0.079, -2.723)  -0.606
C (-2.545, 0.417, -2.866)  0.830
O (-3.541, -0.395, -3.258)  -0.480
C (-4.820, 0.239, -3.188)  -0.107
C (-4.537, 1.747, -3.160)  -0.449
C (-3.122, 1.790, -2.567)  -0.542
H (-5.223, -0.027, -2.208)  0.229
H (-5.423, -0.020, -4.056)  0.160
H (-5.188, 2.260, -2.449)  0.212
H (-4.565, 2.262, -4.122)  0.176
H (-3.122, 1.867, -1.478)  0.274
H (-2.496, 2.574, -2.992)  0.213
C (3.305, 1.795, 0.383)  -0.136
C (2.606, 2.898, 1.186)  -0.115
O (1.330, 2.977, 0.602)  -0.692
S (1.266, 2.463, -0.921)  2.571
O (1.200, 3.599, -1.771)  -0.934
O (0.362, 1.397, -1.028)  -0.865
O (2.774, 1.927, -0.912)  -0.695
H (3.005, 0.888, 0.928)  0.216
H (4.390, 1.771, 0.418)  0.187
H (3.151, 3.849, 1.102)  0.144
H (2.532, 2.679, 2.249)  0.209

Values from the calculation:
Strongest force on any atom in eV/A: 2.61
LUMO energy in eV: 5.657
Charge: -3
Orbital gap in eV: 1.8

=====

Entry 7:
Here is 2 unconnected molecules or ions with the total composition C16H20F3O3S at a distorted geometry from the Open Molecules 2025 dataset. Energies are from wB97M-V/def2-TZVPD.

Last column: natural (NBO) charge in e.
Geometry (Å):
C (-3.404, 0.798, 0.864)  -0.624
C (-3.020, -0.585, 0.515)  -0.432
C (-3.638, -1.104, -0.739)  0.562
C (-4.327, -2.443, -0.717)  -0.715
O (-3.580, -0.426, -1.778)  -0.692
C (-2.468, -1.511, 1.497)  0.501
C (-2.607, -1.154, 2.954)  -0.700
O (-1.841, -2.519, 1.131)  -0.715
H (-2.598, 1.339, 1.388)  0.185
H (-3.631, 1.328, -0.075)  0.222
H (-4.326, 0.851, 1.482)  0.171
H (-3.709, -3.194, -0.212)  0.251
H (-5.290, -2.353, -0.195)  0.206
H (-4.529, -2.726, -1.752)  0.203
H (-2.385, -0.096, 3.125)  0.212
H (-3.645, -1.330, 3.265)  0.207
H (-1.946, -1.788, 3.546)  0.208
C (2.846, 2.583, -1.438)  -0.631
C (2.828, 1.664, -0.223)  0.252
C (3.625, 2.222, 0.944)  -0.609
C (1.410, 1.186, 0.091)  -0.079
C (1.322, -0.141, 0.558)  -0.230
C (0.398, -1.001, -0.073)  -0.206
C (-0.544, -0.446, -0.932)  -0.181
C (-0.757, 0.934, -0.918)  -0.196
C (0.219, 1.777, -0.373)  -0.246
O (3.621, 0.465, -0.490)  -0.692
S (2.938, -0.819, -1.349)  0.522
C (4.491, -1.703, -1.598)  0.792
F (4.889, -1.553, -2.906)  -0.344
F (5.482, -1.215, -0.813)  -0.319
F (4.355, -3.035, -1.337)  -0.327
H (2.344, 3.519, -1.157)  0.212
H (3.880, 2.797, -1.735)  0.212
H (2.310, 2.127, -2.283)  0.233
H (3.183, 3.131, 1.354)  0.209
H (3.730, 1.458, 1.719)  0.223
H (4.634, 2.438, 0.577)  0.207
H (2.003, -0.517, 1.329)  0.221
H (0.469, -2.077, 0.078)  0.241
H (-1.142, -1.084, -1.581)  0.239
H (-1.675, 1.345, -1.348)  0.242
H (0.084, 2.860, -0.393)  0.206

Values from the calculation:
Strongest force on any atom in eV/A: 2.74
LUMO energy in eV: 2.747
Charge: -1
Energy relative to the best compared isomer or geometry (same formula, charge and spin) in eV: 0.675
Orbital gap in eV: 5.5

=====

Entry 8:
Here is 2 unconnected molecules or ions with the total composition C7H17NO at a distorted geometry from the Open Molecules 2025 dataset. Energies are from wB97M-V/def2-TZVPD.

Last column: natural (NBO) charge in e.
Geometry (Å):
C (1.453, 2.530, 1.945)  -0.669
C (1.590, 1.802, 0.598)  -0.227
N (0.372, 1.907, -0.245)  -0.438
C (-0.287, 3.195, -0.409)  -0.431
C (-0.534, 0.797, -0.014)  0.669
C (-0.052, -0.485, 0.485)  -0.761
O (-1.642, 0.924, -0.509)  -0.608
H (0.467, 2.414, 2.379)  0.224
H (2.026, 3.454, 1.880)  0.229
H (2.169, 2.047, 2.618)  0.218
H (2.309, 2.368, -0.008)  0.194
H (2.020, 0.803, 0.619)  0.216
H (0.010, 3.554, -1.402)  0.200
H (-1.366, 3.115, -0.455)  0.245
H (0.017, 3.868, 0.390)  0.193
H (0.078, -0.312, 1.554)  0.232
H (-0.912, -1.140, 0.272)  0.256
H (0.631, -1.180, -0.001)  0.256
C (-0.692, -3.541, -1.862)  -0.604
C (-1.499, -3.860, -0.613)  -0.607
H (-0.140, -4.459, -2.116)  0.200
H (-1.149, -3.172, -2.773)  0.213
H (0.112, -2.885, -1.511)  0.189
H (-0.757, -4.254, 0.093)  0.203
H (-2.354, -4.488, -0.871)  0.209
H (-1.871, -3.002, -0.044)  0.199

Values from the calculation:
Strongest force on any atom in eV/A: 5.39
LUMO energy in eV: 0.889
Charge: 0
Energy relative to the best compared isomer or geometry (same formula, charge and spin) in eV: 2.289
SMILES: CCN(C)C(C)=O.CC
Orbital gap in eV: 9.9